# 1
23
Properties=species:S:1:pos:R:3:nbo_charge:R:1 method="wB97M-V/def2-TZVPD" mol_weight_g_mol=121.18 largest_force_ev_per_a=1.26 de_lowest_kcal_mol=31.9 e_lumo_ev=0.68 total_charge=0
C -1.21153 -1.22117 1.41566 -0.430
N -0.03884 -1.38790 0.51165 -0.627
C -0.12209 -0.77206 -0.74880 0.192
C 0.76978 0.19818 -1.08462 -0.307
C 0.92745 0.74054 -2.48362 -0.643
C -1.29495 -1.24059 -1.54188 -0.668
H -1.63649 -0.21111 1.45085 0.174
H -1.99980 -1.95454 1.24735 0.197
H -0.79382 -1.41129 2.40406 0.205
H 0.73159 -1.00329 1.05032 0.388
H 1.48390 0.35394 -0.27715 0.216
H 1.95943 0.73872 -2.83574 0.219
H 0.43847 -0.02909 -3.08442 0.208
H 0.43048 1.66916 -2.78030 0.207
H -1.39332 -2.32233 -1.44043 0.228
H -1.29167 -0.93660 -2.58634 0.221
H -2.16853 -0.76932 -1.07378 0.218
H 0.53585 0.99044 2.14608 0.489
H 1.37261 0.69034 3.31756 0.462
O 1.44121 0.73569 2.37300 -0.951
H -0.35229 3.02933 0.44930 0.478
H -0.65304 1.62393 0.08911 0.486
O -0.32423 2.15071 0.84525 -0.963

# 2
23
Properties=species:S:1:pos:R:3:nbo_charge:R:1 method="wB97M-V/def2-TZVPD" mol_weight_g_mol=121.18 largest_force_ev_per_a=2.34 de_lowest_kcal_mol=55.4 e_lumo_ev=0.70 total_charge=0
C -0.32872 0.40731 -0.90153 -0.453
C -0.49693 1.92633 -0.64468 -0.078
O 0.20037 2.55538 0.45012 -0.701
C 0.59446 -0.21203 0.18182 -0.220
N 1.10902 -1.54546 -0.24622 -0.445
C 1.08532 -2.43623 0.91938 -0.419
C 2.42492 -1.41925 -0.88904 -0.421
H -0.12526 0.01167 -1.89730 0.223
H -1.34737 0.02858 -0.77642 0.211
H -1.51103 2.08123 -0.24701 0.170
H -0.43487 2.58345 -1.53154 0.168
H 1.11335 2.35571 0.21257 0.452
H 1.40330 0.41231 0.57882 0.166
H -0.05815 -0.40015 1.05390 0.202
H 1.26782 -3.44794 0.53907 0.201
H 1.73144 -2.14651 1.75780 0.172
H 0.04616 -2.53357 1.24432 0.202
H 2.97664 -2.28107 -0.49562 0.198
H 2.38069 -1.52318 -1.96608 0.196
H 2.97031 -0.48959 -0.69947 0.176
H -4.44677 2.58926 0.99468 0.472
H -5.51456 1.45975 0.87046 0.471
O -5.04013 2.02400 1.49197 -0.942

# 3
23
Properties=species:S:1:pos:R:3:nbo_charge:R:1 method="wB97M-V/def2-TZVPD" mol_weight_g_mol=121.18 largest_force_ev_per_a=3.10 de_lowest_kcal_mol=56.7 e_lumo_ev=0.50 total_charge=0
C 0.13601 -1.98328 -0.61175 -0.436
N 0.63877 -0.65328 -0.67998 -0.685
C 1.83441 -0.26417 0.15538 -0.207
C 1.37225 0.97219 0.93432 -0.466
C 0.25392 0.54630 1.87088 -0.167
C -0.86075 1.18830 2.12849 -0.412
H 0.56020 -2.51766 -1.48062 0.192
H -0.94561 -2.03723 -0.90670 0.212
H 0.03886 -2.56514 0.33081 0.192
H 0.03091 0.13148 -0.71620 0.369
H 2.60733 -0.10400 -0.59956 0.204
H 2.12397 -1.04767 0.92281 0.191
H 1.11692 1.83067 0.32222 0.214
H 2.27446 1.25532 1.47883 0.220
H 0.45130 -0.46930 2.28456 0.198
H -1.19314 2.19107 1.80860 0.193
H -1.61979 0.81061 2.83204 0.200
H -2.78011 0.51238 -0.84117 0.459
H -3.60149 0.69277 0.33246 0.464
O -3.34556 -0.02582 -0.26989 -0.921
H -0.42668 0.54130 -3.37583 0.457
H 0.82450 0.23680 -2.57642 0.485
O 0.50933 0.75835 -3.34328 -0.958